# 1
115
Properties=species:S:1:pos:R:3:forces:R:3:lowdin_charge:R:1 method="wB97M-V/def2-TZVPD" homo_lumo_gap_ha=0.033 e_lumo_ha=-0.197 homo_ha=-0.2295 charge=-2 molar_mass_da=1421.3
Mg 1.426 -4.283 0.959 -0.224 1.006 0.292 1.184
C -0.228 0.850 -0.999 -0.596 -0.621 -1.382 -0.617
F 0.826 1.319 -0.378 -0.006 0.548 -1.036 0.142
F -1.038 1.784 -1.565 0.991 -0.661 1.559 0.136
F 0.163 0.094 -2.052 0.148 -0.015 0.787 0.108
S -1.164 -0.271 0.241 -2.873 -0.684 0.457 0.690
O -2.276 0.594 0.714 2.720 -1.859 -0.681 -0.308
O -1.577 -1.502 -0.422 0.924 0.901 0.105 -0.359
N 0.046 -0.821 1.380 -2.609 1.366 -1.969 -0.312
S 0.291 0.420 2.342 2.173 1.989 1.833 0.569
O 1.669 0.254 2.801 -1.709 -0.051 0.394 -0.313
O -0.064 1.746 1.843 -0.083 -1.815 1.082 -0.292
C -0.959 0.094 3.841 -0.019 0.749 -0.066 -0.624
F -0.909 1.038 4.823 0.045 -0.412 -1.382 0.116
F -2.214 -0.043 3.405 0.311 0.781 -0.163 0.123
F -0.680 -1.048 4.414 0.972 -1.191 0.419 0.135
C -0.777 1.179 -11.297 -1.111 1.330 -0.367 -0.586
F -1.916 1.886 -11.628 1.310 -1.607 0.321 0.073
F -0.687 1.189 -9.959 -0.063 -0.660 -0.894 0.125
F -0.858 -0.079 -11.801 -0.038 1.418 0.870 0.112
S 0.747 2.081 -11.990 3.752 0.181 -1.423 0.690
O 1.409 2.893 -10.964 -2.165 -0.320 -0.769 -0.327
O 1.672 1.015 -12.369 -1.829 0.194 -0.515 -0.344
N 0.224 2.921 -13.463 1.017 -2.011 3.941 -0.276
S -0.411 4.291 -12.981 -3.356 0.672 -0.440 0.588
O -1.322 4.651 -14.084 1.081 0.247 1.601 -0.340
O -0.936 4.358 -11.587 1.466 0.304 -2.802 -0.337
C 1.023 5.479 -13.180 -2.423 -0.767 0.062 -0.724
F 0.603 6.643 -12.643 0.900 0.030 -0.559 0.118
F 2.054 4.994 -12.590 1.724 0.107 1.416 0.169
F 1.338 5.572 -14.463 -0.269 0.878 -0.452 0.141
C 8.393 2.097 0.107 -0.348 1.218 -1.134 -0.614
F 7.077 2.054 0.228 0.029 -0.351 0.352 0.128
F 8.975 1.911 1.285 -0.042 -0.191 -0.564 0.149
F 8.751 1.150 -0.791 0.110 0.654 1.000 0.114
S 8.878 3.897 -0.633 1.756 0.372 0.006 0.712
O 9.397 4.735 0.474 -1.421 -1.682 -1.675 -0.332
O 9.898 3.556 -1.612 -1.472 0.119 0.277 -0.325
N 7.385 4.392 -1.405 2.288 -0.572 2.188 -0.247
S 6.633 5.261 -0.262 -1.963 1.061 -1.911 0.567
O 5.249 5.495 -0.660 1.733 0.230 -0.049 -0.289
O 6.814 4.777 1.054 0.209 -0.246 1.489 -0.288
C 7.588 6.973 -0.424 0.546 -0.867 0.028 -0.546
F 6.799 7.809 -1.139 1.085 -0.401 1.000 0.109
F 7.897 7.458 0.811 -0.706 -0.110 -1.592 0.106
F 8.780 6.790 -1.092 -1.779 0.738 0.620 0.067
C -2.865 -10.991 9.116 -1.339 -1.383 -0.359 -0.594
F -3.086 -11.991 8.153 -0.229 1.949 1.274 0.065
F -4.019 -10.638 9.732 1.164 -1.047 -1.222 0.102
F -2.079 -11.569 10.000 0.320 0.358 0.290 0.147
S -2.017 -9.532 8.291 1.842 2.981 0.454 0.697
O -0.962 -9.008 9.236 -3.477 -1.674 -2.218 -0.324
O -1.564 -9.984 7.026 0.388 -1.005 -0.603 -0.309
N -3.317 -8.441 7.781 1.593 -1.193 1.938 -0.252
S -3.440 -7.499 9.060 -0.823 0.409 2.792 0.567
O -3.658 -8.258 10.309 -0.440 1.284 -1.628 -0.321
O -2.386 -6.529 9.198 -0.619 0.588 -0.682 -0.292
C -5.139 -6.495 8.770 -0.206 -1.047 -0.178 -0.455
F -5.399 -5.742 9.922 0.182 -1.670 -2.613 0.071
F -5.082 -5.674 7.678 -0.240 -1.051 1.834 0.091
F -6.160 -7.463 8.525 1.932 2.515 0.888 0.035
C -6.086 5.825 -1.200 -0.192 1.161 0.049 -0.086
C -5.226 6.466 -0.119 -0.571 -2.583 0.741 -0.383
O -4.120 6.973 -0.721 1.907 1.684 -1.172 -0.057
H -6.189 6.583 -1.977 -0.577 0.251 0.042 0.069
H -7.040 5.599 -0.725 -0.170 -0.385 -0.553 0.071
H -5.625 5.019 -1.771 0.063 -0.397 0.744 0.076
H -4.917 5.676 0.566 -0.057 -0.291 0.289 0.108
H -5.786 7.144 0.525 -0.137 0.608 -0.351 0.105
H -3.292 6.788 -0.273 -0.260 -0.057 0.210 0.097
C 4.162 -3.551 11.008 0.500 -0.981 -0.801 -0.099
C 3.759 -2.994 9.664 -1.645 0.893 0.662 -0.337
O 3.286 -3.978 8.745 1.046 -0.119 -0.048 -0.082
H 4.840 -4.351 10.710 0.307 -0.286 0.656 0.074
H 3.298 -3.999 11.500 0.074 0.081 0.218 0.075
H 4.686 -2.850 11.657 -0.199 0.048 -0.088 0.075
H 4.554 -2.369 9.258 -0.127 -0.347 -0.475 0.113
H 2.870 -2.391 9.851 0.207 0.841 -0.097 0.103
H 2.734 -4.574 9.257 -0.168 -0.151 -0.066 0.078
C 6.885 -4.102 4.068 1.401 1.198 -0.034 -0.106
C 6.104 -4.850 3.044 0.607 -1.700 1.258 -0.330
O 4.706 -4.738 3.308 -0.213 0.320 -0.966 -0.109
H 7.954 -4.174 3.864 0.143 0.018 -0.426 0.080
H 6.870 -4.510 5.079 -0.804 0.008 0.060 0.082
H 6.664 -3.035 4.045 -0.150 0.018 0.308 0.087
H 6.379 -5.881 3.262 -0.052 -0.521 -0.454 0.103
H 6.445 -4.691 2.021 -0.806 0.619 -0.048 0.118
H 4.665 -4.755 4.267 -0.370 0.066 0.147 0.079
C -7.332 1.811 -6.111 0.153 -0.007 -2.232 -0.101
C -7.365 0.780 -5.072 0.104 -0.074 0.642 -0.369
O -8.605 0.822 -4.428 -1.159 -0.413 0.890 -0.078
H -7.216 2.850 -5.802 0.150 -0.245 0.122 0.084
H -8.200 1.720 -6.764 -0.472 0.204 0.320 0.078
H -6.571 1.475 -6.816 0.683 0.698 0.059 0.079
H -6.579 0.980 -4.344 0.343 -0.393 0.045 0.115
H -7.309 -0.225 -5.490 0.775 0.035 -0.290 0.115
H -8.743 -0.098 -4.193 -0.575 0.201 0.447 0.076
C -6.977 -3.724 2.205 -0.704 -0.512 0.203 -0.086
C -6.984 -5.225 1.851 0.788 0.602 -0.216 -0.325
O -6.703 -6.055 2.968 -0.074 0.383 -0.326 -0.075
H -7.630 -3.567 3.063 -0.613 0.033 -0.111 0.064
H -7.380 -3.200 1.339 0.099 0.350 0.172 0.072
H -6.068 -3.253 2.580 0.500 -0.504 -0.630 0.075
H -6.254 -5.402 1.061 0.332 -0.219 0.223 0.104
H -7.927 -5.524 1.392 -0.390 0.239 0.138 0.101
H -7.241 -5.645 3.649 0.076 -0.366 0.535 0.071
C 3.183 7.524 -6.048 -0.194 -0.308 -0.099 -0.100
C 2.444 6.201 -5.977 0.221 0.173 0.033 -0.313
O 3.389 5.117 -6.201 -1.267 0.747 0.061 -0.080
H 3.667 7.637 -7.018 0.210 -0.051 0.106 0.071
H 3.907 7.497 -5.233 0.189 0.365 -0.189 0.074
H 2.501 8.366 -5.933 -0.034 0.024 0.220 0.067
H 1.604 6.161 -6.671 0.183 -0.108 -0.419 0.106
H 1.953 6.144 -5.006 0.331 -0.459 0.308 0.101
H 3.044 4.714 -7.001 0.350 -0.406 -0.057 0.073



# 2
88
Properties=species:S:1:pos:R:3:forces:R:3:lowdin_charge:R:1 method="wB97M-V/def2-TZVPD" homo_lumo_gap_ha=0.263 e_lumo_ha=0.076 homo_ha=-0.1872 charge=-1 molar_mass_da=761.6
C -1.803 2.083 0.267 -0.084 0.383 0.318 -0.009
C -2.408 1.451 -0.958 -0.967 -0.347 -0.138 -0.506
O -3.399 0.729 -0.835 0.742 0.428 -0.034 0.028
N -1.826 1.666 -2.192 0.871 -0.857 0.377 -0.077
C -0.498 2.291 -2.188 -0.154 0.372 -0.076 -0.072
C -1.889 0.421 -3.021 -0.527 0.158 -0.235 -0.185
C -1.095 0.463 -4.316 -0.128 0.037 -0.110 -0.244
C -1.038 -0.931 -4.965 0.048 -0.147 0.106 -0.326
C 0.402 -1.458 -5.037 0.072 0.778 0.785 -0.399
Nb 1.279 -2.328 -3.151 0.114 -1.435 0.639 1.371
C 2.252 -2.284 -1.091 0.108 0.835 -0.640 -0.348
C 2.477 -1.005 -0.312 0.049 0.000 0.341 -0.321
O 2.951 0.097 -1.092 0.050 0.110 -0.134 -0.173
C 4.246 -0.058 -1.573 -0.132 0.071 0.036 -0.145
C 5.215 0.883 -0.841 0.125 0.050 0.169 -0.385
F 5.394 2.045 -1.538 -0.076 -0.282 0.113 0.108
F 4.730 1.225 0.381 0.087 0.038 -0.190 0.120
C 6.640 0.313 -0.545 0.150 -0.051 -0.124 -0.339
F 6.579 -0.492 0.555 -0.056 0.112 -0.168 0.115
F 7.447 1.351 -0.240 -0.146 -0.051 0.127 0.141
C 7.360 -0.503 -1.675 -0.115 0.069 0.091 -0.361
F 8.680 -0.278 -1.535 0.131 0.007 -0.002 0.135
F 6.976 -0.007 -2.868 0.038 0.002 -0.060 0.150
C 7.150 -2.056 -1.645 -0.174 0.078 -0.254 -0.273
F 6.266 -2.398 -2.612 0.138 0.032 0.265 0.087
F 8.326 -2.667 -1.922 -0.126 0.063 -0.001 0.089
C 2.162 -4.344 -3.840 0.300 -0.090 -0.331 -0.276
C 1.560 -5.563 -3.261 0.095 -0.677 -0.444 -0.566
O 1.455 -6.649 -3.816 -0.355 0.908 0.392 0.051
N 1.098 -5.379 -1.894 0.138 -0.284 0.120 -0.233
C -0.206 -5.994 -1.685 -0.083 0.027 -0.039 -0.114
C 2.094 -5.943 -0.984 0.038 0.173 -0.018 -0.100
H -0.947 1.494 0.612 -0.045 -0.017 -0.129 0.097
H -2.558 2.095 1.050 0.064 -0.076 -0.084 0.053
H -1.449 3.104 0.128 -0.028 -0.045 -0.060 0.070
H -0.541 3.232 -1.639 0.061 -0.111 -0.052 0.074
H -0.230 2.540 -3.213 0.015 0.006 0.084 0.078
H 0.287 1.651 -1.772 -0.054 -0.026 -0.037 0.086
H -1.566 -0.437 -2.419 0.096 0.149 -0.020 0.095
H -2.939 0.254 -3.268 0.076 -0.032 0.103 0.121
H -0.069 0.779 -4.139 -0.024 0.008 0.004 0.064
H -1.570 1.177 -4.999 0.127 0.075 0.043 0.111
H -1.650 -1.622 -4.375 -0.061 0.001 -0.190 0.068
H -1.464 -0.888 -5.974 -0.099 0.006 0.028 0.089
H 1.025 -0.656 -5.444 0.058 -0.177 -0.086 0.022
H 0.465 -2.309 -5.732 0.099 -0.197 0.162 0.034
H -0.384 -2.967 -2.630 -0.533 0.122 -0.280 -0.104
H 0.859 -0.666 -2.538 0.178 -0.043 -0.116 -0.051
H 2.851 -1.577 -3.804 -0.061 0.129 -0.211 -0.084
H 3.229 -2.757 -1.282 -0.109 -0.184 -0.086 0.026
H 1.685 -2.985 -0.469 -0.150 -0.044 -0.143 0.036
H 3.192 -1.144 0.518 -0.068 -0.018 0.004 0.111
H 1.541 -0.657 0.131 0.030 0.007 -0.136 0.105
H 4.597 -1.083 -1.467 0.022 -0.172 0.038 0.105
H 4.279 0.175 -2.640 0.040 0.006 0.060 0.129
H 6.793 -2.404 -0.678 -0.034 -0.044 -0.013 0.162
H 3.222 -4.369 -3.542 -0.050 0.238 0.014 0.043
H 2.134 -4.441 -4.931 0.298 -0.069 0.017 0.040
H -0.913 -5.592 -2.414 0.054 0.005 0.089 0.072
H -0.561 -5.729 -0.687 0.020 -0.012 -0.012 0.082
H -0.176 -7.086 -1.787 0.007 0.004 0.018 0.077
H 3.092 -5.619 -1.289 -0.033 0.063 0.071 0.083
H 1.910 -5.576 0.028 0.002 -0.060 0.000 0.079
H 2.084 -7.042 -0.985 -0.033 0.012 0.006 0.084
F -2.854 2.705 3.423 -0.004 -0.016 0.037 0.049
C -3.454 1.660 4.035 -0.010 -0.014 0.008 -0.277
C -4.071 1.880 5.250 -0.019 0.069 0.066 -0.018
C -4.690 0.811 5.881 0.004 -0.028 -0.015 -0.089
C -4.678 -0.448 5.298 0.004 -0.005 -0.008 -0.101
C -4.047 -0.638 4.076 -0.017 -0.003 0.030 -0.077
C -3.428 0.421 3.428 0.046 0.004 -0.027 -0.003
H -4.064 2.870 5.686 -0.008 0.012 -0.026 0.104
H -5.182 0.968 6.832 0.000 0.008 0.015 0.101
H -5.160 -1.279 5.794 -0.004 -0.011 0.002 0.097
H -4.034 -1.617 3.617 -0.008 -0.010 -0.018 0.107
H -2.938 0.290 2.472 -0.027 0.017 -0.017 0.111
F -5.670 4.495 8.061 0.003 -0.004 0.004 0.049
C -5.594 5.539 7.208 -0.001 0.013 -0.032 -0.292
C -6.760 6.161 6.811 -0.057 -0.014 0.019 -0.019
C -6.671 7.229 5.931 0.024 0.012 -0.009 -0.085
C -5.437 7.655 5.462 0.001 -0.008 0.007 -0.096
C -4.281 7.009 5.877 -0.037 0.017 -0.014 -0.080
C -4.352 5.941 6.760 0.085 -0.040 0.020 -0.024
H -7.711 5.807 7.184 0.005 -0.009 0.009 0.116
H -7.575 7.729 5.609 -0.014 0.001 -0.009 0.103
H -5.376 8.485 4.772 0.002 0.007 -0.010 0.100
H -3.316 7.330 5.509 0.015 0.004 -0.002 0.106
H -3.464 5.424 7.097 -0.010 -0.017 0.004 0.118



# 3
35
Properties=species:S:1:pos:R:3:forces:R:3:lowdin_charge:R:1 method="wB97M-V/def2-TZVPD" homo_lumo_gap_ha=0.347 e_lumo_ha=0.019 homo_ha=-0.3274 molar_mass_da=267.4
C -3.987 -2.446 -0.850 -0.112 0.094 0.022 -0.028
C -3.579 -1.081 -0.409 -0.436 0.381 0.069 -0.317
C -4.464 -0.076 -0.174 -0.040 -0.277 -0.081 0.049
C -4.019 1.224 0.256 0.197 -0.047 -0.011 -0.464
O -4.691 2.202 0.495 -0.181 0.217 0.056 0.061
N -2.617 1.293 0.393 0.059 0.101 0.044 0.133
C -1.812 0.241 0.134 0.154 -0.368 -0.113 -0.631
S -0.095 0.504 0.350 0.322 0.094 0.135 1.019
C 0.526 -1.162 -0.058 -0.344 0.124 0.110 -0.340
C 1.976 -1.329 0.383 -0.426 -0.080 -0.037 -0.525
O 2.242 -2.075 1.306 -0.086 -0.141 0.257 0.058
N 2.919 -0.662 -0.309 0.390 0.051 -0.146 -0.063
C 2.717 0.310 -1.358 -0.210 0.388 -0.135 -0.173
C 3.112 1.704 -0.864 0.186 -0.134 -0.232 -0.182
C 4.562 1.696 -0.390 -0.173 0.065 0.255 -0.204
C 4.751 0.618 0.674 0.096 -0.076 -0.293 -0.169
C 4.300 -0.737 0.131 0.230 -0.108 0.463 -0.139
N -2.233 -0.912 -0.258 0.403 -0.134 -0.015 0.087
H -5.065 -2.514 -0.958 -0.078 -0.070 -0.028 0.077
H -3.509 -2.681 -1.799 0.027 -0.023 -0.064 0.085
H -3.646 -3.180 -0.123 0.018 -0.057 0.042 0.086
H -5.525 -0.214 -0.298 -0.096 -0.004 -0.008 0.118
H -2.230 2.177 0.703 -0.128 -0.087 -0.033 0.150
H -0.085 -1.867 0.503 0.201 0.026 -0.124 0.085
H 0.388 -1.327 -1.125 0.016 -0.052 0.032 0.089
H 1.683 0.314 -1.695 0.040 -0.089 -0.032 0.091
H 3.355 0.031 -2.205 -0.097 0.017 -0.007 0.132
H 2.976 2.426 -1.670 -0.063 0.050 -0.010 0.114
H 2.455 1.985 -0.039 -0.051 0.055 -0.004 0.093
H 4.830 2.673 0.013 0.065 0.028 -0.063 0.109
H 5.221 1.490 -1.238 0.061 0.033 -0.049 0.113
H 5.797 0.557 0.977 0.018 -0.007 0.072 0.112
H 4.153 0.863 1.554 0.008 -0.021 0.089 0.121
H 4.362 -1.507 0.901 0.037 0.064 -0.181 0.121
H 4.923 -1.028 -0.722 -0.005 -0.012 0.020 0.131



# 4
16
Properties=species:S:1:pos:R:3:forces:R:3:lowdin_charge:R:1 method="wB97M-V/def2-TZVPD" homo_lumo_gap_ha=0.346 e_lumo_ha=0.027 homo_ha=-0.3190 molar_mass_da=108.1
C 0.124 -0.491 -2.881 3.608 5.070 1.548 0.062
N 0.569 0.323 -1.864 -2.147 -4.661 -6.323 -0.017
N -0.014 -0.322 -0.775 -0.402 -3.322 1.539 -0.166
C 0.898 -0.030 0.374 -1.970 2.252 -1.000 -0.218
C 0.757 -0.447 1.789 3.598 1.038 4.483 -0.182
C -0.684 -0.158 2.226 -2.179 -0.076 -2.123 -0.125
C -1.440 0.417 1.162 4.459 -1.860 3.998 -0.003
C -0.389 0.727 0.052 -1.983 2.872 0.002 -0.277
H 0.352 -0.226 -3.924 -0.040 0.099 0.575 0.065
H -0.300 -1.410 -2.664 -1.107 -1.457 0.487 0.040
H 1.580 0.557 -0.195 2.206 0.103 1.350 0.110
H 1.531 -1.390 2.250 -2.985 2.557 -1.462 0.174
H 1.227 0.559 2.439 -0.427 -2.728 -1.838 0.173
H -1.198 -0.305 3.270 1.477 -0.191 -2.155 0.126
H -2.406 0.438 1.634 -1.107 1.306 -1.700 0.071
H -0.259 1.655 -0.667 -1.001 -1.003 2.619 0.168



Please write out number 4 again, unchanged.
16
Properties=species:S:1:pos:R:3:forces:R:3:lowdin_charge:R:1 method="wB97M-V/def2-TZVPD" homo_lumo_gap_ha=0.346 e_lumo_ha=0.027 homo_ha=-0.3190 molar_mass_da=108.1
C 0.124 -0.491 -2.881 3.608 5.070 1.548 0.062
N 0.569 0.323 -1.864 -2.147 -4.661 -6.323 -0.017
N -0.014 -0.322 -0.775 -0.402 -3.322 1.539 -0.166
C 0.898 -0.030 0.374 -1.970 2.252 -1.000 -0.218
C 0.757 -0.447 1.789 3.598 1.038 4.483 -0.182
C -0.684 -0.158 2.226 -2.179 -0.076 -2.123 -0.125
C -1.440 0.417 1.162 4.459 -1.860 3.998 -0.003
C -0.389 0.727 0.052 -1.983 2.872 0.002 -0.277
H 0.352 -0.226 -3.924 -0.040 0.099 0.575 0.065
H -0.300 -1.410 -2.664 -1.107 -1.457 0.487 0.040
H 1.580 0.557 -0.195 2.206 0.103 1.350 0.110
H 1.531 -1.390 2.250 -2.985 2.557 -1.462 0.174
H 1.227 0.559 2.439 -0.427 -2.728 -1.838 0.173
H -1.198 -0.305 3.270 1.477 -0.191 -2.155 0.126
H -2.406 0.438 1.634 -1.107 1.306 -1.700 0.071
H -0.259 1.655 -0.667 -1.001 -1.003 2.619 0.168